[1]
Density functional theory data (ωB97M-V/def2-TZVPD) for 2 unconnected molecules or ions with the total composition C5H6O2.

XYZ file:
```
13
Properties=species:S:1:pos:R:3:forces:R:3
C 0.476246 -0.235318 -3.250530 -0.032 0.009 0.455
C 0.408647 -0.255456 -2.049185 0.084 0.011 -0.499
C 0.393220 -0.216827 -0.599970 0.129 -0.094 -0.107
C 0.336071 1.081334 0.080932 0.191 0.238 0.036
O -0.807325 0.245217 0.018064 -0.175 0.001 0.015
H 0.537881 -0.196536 -4.316449 -0.037 -0.062 0.202
H 0.868710 -1.049447 -0.081031 -0.107 0.122 -0.110
H 0.803722 1.179036 1.060667 -0.090 -0.014 -0.158
H 0.265897 1.987025 -0.515978 0.076 -0.107 0.054
C -0.917119 -0.595666 2.484111 0.191 -0.275 0.062
O -0.221105 -1.580873 2.478422 -0.321 0.456 0.003
H -0.497520 0.415142 2.657328 -0.032 -0.143 0.042
H -2.013095 -0.627569 2.345359 0.123 -0.141 0.003
```
Positions in Å, forces in eV/Å.

Properties
Energy above the lowest of the compared OMol25 structures with the same formula, charge and spin (eV): 4.150
Electronic energy (Eh): -344.44942
LUMO level (eV): 1.0
Orbital gap (eV): 10.958
SMILES string: C#C[C@H]1CO1.C=O

In the Löwdin picture, each atom carries the following charge in e: 0.1316, -0.0644, -0.2960, -0.1093, -0.0642, 0.0312, 0.1445, 0.1065, 0.1225, -0.1626, -0.0090, 0.0778, 0.0913


[2]
Density functional theory data (ωB97M-V/def2-TZVPD) for a molecular structure, C33H53N2OP2SSr.

XYZ file:
```
93
Properties=species:S:1:pos:R:3:forces:R:3
C 2.178709 1.064321 -0.929547 0.538 0.493 -0.152
C 1.338091 1.574708 1.201103 -1.146 -0.196 0.658
C 3.212635 1.990108 -0.799579 -0.415 -0.834 -0.706
C 2.455080 2.423017 1.433190 0.757 0.264 -0.399
C 3.388567 2.622054 0.437600 -0.561 0.034 0.825
H 3.872702 2.166438 -1.643891 -0.037 0.022 0.184
H 2.495023 2.938919 2.391304 0.176 -0.060 -0.275
H 4.232091 3.283587 0.606804 -0.088 -0.025 -0.048
N 1.317142 0.795275 0.070554 -0.283 0.189 -0.030
P 1.524558 -1.447739 -1.904472 -0.403 0.099 0.431
P -1.410722 1.114817 2.271375 0.274 -0.780 0.269
C 1.960225 0.310325 -2.245284 -0.059 0.321 0.261
H 1.118011 0.769643 -2.791953 0.267 -0.139 0.353
H 2.839749 0.389077 -2.897948 -0.278 0.069 0.194
C -2.906433 -2.270101 -0.091032 -3.377 -0.566 -0.981
O -3.993736 -2.451301 -0.414185 3.321 0.560 0.983
C 0.287267 1.585771 2.179437 1.348 -0.677 0.462
H 0.653047 2.024418 3.116104 -0.141 0.165 -0.279
C -2.315944 2.810614 2.160712 -0.201 -0.595 0.483
C -1.588109 0.222367 4.016823 -0.144 1.088 -0.620
C 0.672113 -2.018292 -3.502131 0.757 -0.099 0.363
C 3.236002 -2.207805 -1.545677 -0.370 -0.041 -0.486
C -3.699565 2.543671 1.534807 0.059 0.298 0.060
H -4.321434 1.906904 2.177971 0.157 0.111 -0.120
H -4.216391 3.505572 1.408414 -0.034 -0.197 0.000
H -3.627616 2.063238 0.549698 0.036 0.100 0.239
C -2.465855 3.474603 3.529604 -0.336 0.370 -0.082
H -3.124829 2.915921 4.208079 0.231 0.178 -0.167
H -1.487325 3.637810 3.996847 -0.235 -0.051 -0.062
H -2.918323 4.467554 3.373098 0.052 -0.193 0.130
C -1.498779 3.781760 1.297330 -0.068 -0.153 -0.073
H -2.106445 4.682144 1.114012 0.110 -0.210 0.035
H -0.570761 4.082392 1.797548 -0.201 -0.123 -0.133
H -1.236466 3.351108 0.327132 0.011 0.151 0.378
C -3.080290 -0.077121 4.250630 0.066 -0.049 0.130
H -3.504344 -0.709785 3.459169 0.112 0.129 0.077
H -3.193149 -0.614939 5.205357 -0.023 0.113 -0.205
H -3.691807 0.835001 4.317519 0.251 -0.255 -0.043
C -0.794982 -1.099398 3.984098 0.040 0.127 -0.043
H -1.190249 -1.833834 3.258690 -0.050 0.186 0.087
H 0.278389 -0.937663 3.792510 -0.268 0.084 -0.028
H -0.865324 -1.582451 4.971665 -0.036 0.094 -0.246
C -1.041517 1.078448 5.159517 -0.063 -0.239 0.490
H -1.556170 2.037270 5.259436 0.158 -0.350 -0.020
H -1.196242 0.533784 6.105853 0.148 0.141 -0.134
H 0.032190 1.265319 5.053082 -0.146 -0.029 -0.007
C 3.113842 -3.740315 -1.595198 0.119 -0.065 0.067
H 4.090858 -4.178007 -1.337518 -0.231 0.063 -0.073
H 2.379890 -4.107012 -0.860907 0.235 0.109 -0.320
H 2.835822 -4.110287 -2.590952 0.124 0.096 0.254
C 3.655169 -1.791007 -0.119670 -0.016 0.040 -0.024
H 3.751367 -0.703493 -0.012146 -0.043 -0.244 -0.013
H 2.954836 -2.160573 0.645882 0.088 0.083 -0.200
H 4.638546 -2.236493 0.101700 -0.260 0.085 -0.086
C 4.304514 -1.721661 -2.532009 0.323 -0.226 0.053
H 5.250355 -2.229602 -2.286481 -0.171 0.154 -0.106
H 4.057697 -1.963147 -3.571144 0.110 0.070 0.270
H 4.485341 -0.643509 -2.453203 -0.004 -0.251 0.037
C -0.381308 -0.966868 -3.914216 0.099 -0.093 -0.029
H 0.082021 -0.055528 -4.315308 -0.133 -0.264 0.083
H -1.019596 -1.384345 -4.710152 0.203 0.051 0.241
H -1.034187 -0.680710 -3.075092 0.159 -0.080 -0.137
C -0.030071 -3.354723 -3.187823 0.040 0.044 -0.127
H -0.808867 -3.234327 -2.419310 0.143 0.049 -0.173
H -0.511190 -3.733998 -4.100523 0.068 0.035 0.200
H 0.673638 -4.117756 -2.830998 -0.169 0.180 -0.113
C 1.711612 -2.203783 -4.611477 -0.386 -0.199 -0.563
H 2.285810 -1.286480 -4.801136 -0.150 -0.227 0.080
H 2.404909 -3.028602 -4.398273 -0.196 0.281 -0.032
H 1.185442 -2.462807 -5.544284 0.188 0.066 0.120
Sr -0.262924 -1.186074 0.637239 0.637 0.856 0.468
N -1.531416 0.545777 -0.514387 0.204 4.261 -2.873
C -1.461367 1.589949 -1.080517 -1.075 -4.283 1.090
C -1.766780 2.585852 -2.061569 0.335 1.316 -0.321
C -2.783025 2.246026 -2.964832 -0.246 -0.059 -0.217
C -1.160407 3.865089 -2.128949 -0.219 -0.162 -0.102
C -3.205025 3.160952 -3.930197 0.321 0.199 0.203
H -3.249734 1.258884 -2.890306 0.171 0.387 -0.072
C -1.612378 4.789948 -3.077012 0.024 -0.273 0.022
H -0.356130 4.139499 -1.437400 -0.374 -0.166 -0.291
C -2.623640 4.437221 -3.982328 -0.068 -0.232 0.111
H -3.989772 2.878151 -4.632945 0.233 0.119 0.224
H -1.175935 5.795188 -3.109153 -0.149 -0.512 0.003
H -2.971062 5.158214 -4.732149 0.188 -0.310 0.375
C 1.628745 -4.200266 2.803175 0.149 -0.022 0.221
S 0.717256 -3.925212 1.257299 0.244 -0.432 0.463
C -0.609621 -5.139671 1.428098 -0.272 -0.228 -0.331
H 2.249705 -5.102574 2.705615 -0.237 0.336 0.050
H 0.930564 -4.310468 3.647519 0.274 0.135 -0.349
H 2.277298 -3.330601 2.974466 -0.181 -0.279 -0.036
H -1.572448 -4.626528 1.527126 0.169 -0.262 0.080
H -0.420957 -5.767304 2.306634 -0.091 0.184 -0.273
H -0.616179 -5.764548 0.523432 -0.079 0.146 0.391
```
Positions in Å, forces in eV/Å.

Properties
Electronic energy (Eh): -2585.42045
Charge: +1
LUMO level (eV): -2.6
Orbital gap (eV): 5.847

In the Löwdin picture, each atom carries the following charge in e: -0.3822, -0.3808, -0.0690, -0.0470, -0.0695, 0.1048, 0.1107, 0.1082, -0.0508, 1.0543, 0.9766, -0.2643, 0.0739, 0.0788, 0.0155, 0.0893, -0.3395, 0.0493, -0.6723, -0.6823, -0.7009, -0.6790, -0.1001, 0.0723, 0.0867, 0.0567, -0.1058, 0.0691, 0.0813, 0.0929, -0.0936, 0.0993, 0.0877, 0.0229, -0.1025, 0.0719, 0.0885, 0.0672, -0.1376, 0.0441, 0.0745, 0.0950, -0.1022, 0.0524, 0.0903, 0.0772, -0.1052, 0.0949, 0.0224, 0.0656, -0.0838, 0.0751, 0.0450, 0.0996, -0.0865, 0.0956, 0.0647, 0.0743, -0.0984, 0.0788, 0.0963, 0.0601, -0.1008, 0.0615, 0.0933, 0.0658, -0.0957, 0.0843, 0.0693, 0.0934, 0.9787, 0.0020, -0.1439, -0.2193, -0.0268, -0.0192, -0.0563, 0.1234, -0.0542, 0.1229, -0.0545, 0.1135, 0.1173, 0.1165, -0.3609, 0.6692, -0.3624, 0.0538, 0.0517, 0.0416, 0.0247, 0.0536, 0.0471


[3]
Density functional theory data (ωB97M-V/def2-TZVPD) for a single C6H6O2S3 molecule.

XYZ file:
```
17
Properties=species:S:1:pos:R:3:forces:R:3
O 2.272037 0.946096 0.738269 -2.554 -2.572 0.859
S 1.326962 -0.012486 1.430783 3.393 3.564 -0.299
O 1.701348 -0.304883 2.777446 -0.550 -0.676 0.177
C -0.343209 0.710278 1.315681 -0.016 -0.698 0.969
S -0.944505 1.723388 2.389623 0.463 0.164 -0.006
C -1.103079 0.048116 0.251712 0.896 0.351 -1.064
C -1.043062 0.897736 -1.056282 -1.845 2.406 0.775
C 0.152388 0.111386 -1.507715 -0.282 -0.549 -3.375
C -0.251598 -1.026761 -0.498891 1.743 -0.699 1.849
C 1.006901 -1.461438 0.431358 -1.246 -0.542 -2.302
S 1.891961 -2.814726 0.311866 -0.735 1.383 0.459
H -2.052705 -0.245335 0.620751 -0.947 -0.195 0.188
H -0.997567 2.053782 -0.963908 0.241 -1.939 0.065
H -2.013862 0.715506 -1.541915 0.622 -0.197 -0.481
H 0.172944 -0.043657 -2.675059 0.077 -0.305 2.316
H 1.078446 0.635090 -1.264555 -0.054 -0.405 0.246
H -0.853398 -1.932091 -0.759163 0.795 0.910 -0.375
```
Positions in Å, forces in eV/Å.

Properties
Energy above the lowest of the compared OMol25 structures with the same formula, charge and spin (eV): 3.707
Electronic energy (Eh): -1577.13608
LUMO level (eV): -1.9
Orbital gap (eV): 7.347
SMILES string: O=S1(=O)C(=S)[C@H]2CC[C@H]2C1=S

In the Löwdin picture, each atom carries the following charge in e: -0.3224, 0.6180, -0.2960, -0.8161, 0.8506, -0.3471, -0.1477, -0.1391, -0.2288, -0.7728, 0.8051, 0.1286, 0.1488, 0.1177, 0.1511, 0.0973, 0.1529


Q: Which F_max values were calculated for the entries above? A: 0.0108 0.1000 0.0959, in hartree/bohr.